Formula: C9H18N2OPS
Source: the OMol25 dataset
Level of theory: the ωB97M-V functional and the def2-TZVPD basis

**Charge**: +1
**HOMO-LUMO gap**: 7.4 eV
**Total energy**: -1277.66362 a.u.

Each line ends with the natural charge from an NBO analysis.
Geometry (Å):
S 3.01147 0.26333 -3.74645  0.270
P -4.41402 -0.18609 2.81817  0.739
O 4.18953 1.69625 -1.68120  -0.426
N 3.91105 2.90131 -3.52787  -0.256
N 4.51922 3.67766 -2.59171  -0.276
C -1.32900 -0.42027 1.27617  -0.423
C 3.72811 1.70747 -2.97435  0.264
C 0.19881 -0.30420 -0.74315  -0.404
C 4.68791 2.95815 -1.49803  0.275
C 1.39155 -0.08171 -2.96769  -0.532
C -3.36586 -1.63487 2.26137  -0.661
C -1.83364 -1.25459 2.51469  -0.402
C 1.50295 -0.70894 -1.50379  -0.412
C 0.04919 -0.95412 0.67763  -0.387
H 0.10620 -2.06743 0.67407  0.207
H 1.56399 -1.82051 -1.62969  0.209
H -1.85703 -0.54626 3.38494  0.200
H 0.83346 -0.60456 1.40017  0.212
H 5.16364 3.26034 -0.55049  0.221
H 0.77941 -0.78936 -3.56975  0.243
H -3.53259 -1.86730 1.18457  0.274
H 2.44308 -0.37161 -1.00682  0.224
H 0.20922 0.80226 -0.58896  0.207
H -2.04353 -0.41555 0.41204  0.196
H -3.68948 -2.48521 2.91549  0.274
H 0.76930 0.84602 -2.86316  0.219
H -1.13369 0.64528 1.55041  0.216
H -3.74654 1.02107 2.50541  0.087
H -5.71998 -0.26164 2.26308  0.096
H -1.20485 -2.14725 2.70487  0.258
H -0.68597 -0.63540 -1.34069  0.198
H -4.50192 -0.22227 4.24073  0.089

Formula: C9H18N2OSi
Source: the OMol25 dataset
Level of theory: the ωB97M-V functional and the def2-TZVPD basis

**HOMO-LUMO gap (spin up / spin down)**: 6.4 / 8.7 eV
**Total energy**: -827.67638 a.u.
**ΔE to the lowest compared entry with this formula, charge and spin**: 6.7427 eV

Each line ends with the natural charge from an NBO analysis.
Geometry (Å):
Si 0.03049 -0.14072 0.22120  1.651
O -4.12704 0.82827 -0.03332  -0.483
N 0.42060 -0.96662 -1.33126  -0.834
N 1.04595 -0.78146 1.44595  -0.904
C 2.01362 -0.00607 2.18724  -0.396
C -2.85921 0.57978 0.12663  0.371
C -1.81195 0.10027 0.50479  -0.679
C -4.93952 -0.08995 0.60594  -0.257
C 1.55408 3.09232 -0.21967  -0.145
C 0.74784 -2.12429 1.90370  -0.397
C 1.68433 -0.82596 -1.82259  -0.399
C -0.48038 -0.90464 -2.44552  -0.416
C 2.74061 3.34277 -0.72122  -0.567
H 1.89264 0.17281 -2.31119  0.178
H 0.64462 3.78977 -0.29379  0.171
H 2.45960 0.64985 1.48021  0.214
H -0.48127 0.01486 -3.00627  0.178
H 2.77119 -0.70749 2.47369  0.188
H 2.81858 4.25183 -1.26538  0.206
H -5.94494 0.35790 0.52392  0.194
H 1.44890 0.46667 3.00775  0.186
H 2.30505 -0.94275 -0.78729  0.197
H 0.25077 -2.01997 2.81456  0.174
H 1.91656 -1.64113 -2.43504  0.185
H -4.71362 -0.27208 1.70843  0.202
H 0.21814 -2.61727 1.17174  0.201
H 1.56673 -2.68467 2.22759  0.187
H -1.55647 -1.02398 -2.18881  0.206
H 3.65681 2.81726 -0.36528  0.212
H -0.17045 -1.75981 -3.12569  0.185
H -5.10229 -0.95552 -0.05102  0.190

Formula: C9H18N3
Source: the OMol25 dataset
Level of theory: the ωB97M-V functional and the def2-TZVPD basis

**Charge**: +1
**HOMO-LUMO gap**: 9.5 eV
**Total energy**: -517.66899 a.u.
**ΔE to the lowest compared entry with this formula, charge and spin**: 2.0056 eV

Each line ends with the natural charge from an NBO analysis.
Geometry (Å):
N -0.59513 -1.10124 -0.61853  -0.465
N -3.13876 0.85311 0.78678  -0.551
N 1.61236 -0.65217 -1.54071  -0.700
C 1.38679 -1.19186 1.49797  -0.686
C -1.77241 -0.78889 -0.18348  0.268
C -1.14743 1.70417 -0.28302  -0.482
C -2.67174 -1.87835 -0.01375  -0.682
C -0.12354 1.16939 -1.18838  -0.473
C 0.60853 0.02919 -0.58931  0.327
C -2.06271 0.64609 0.17288  0.207
C 2.60190 0.93286 0.51816  -0.635
C 1.28394 0.11326 0.80934  -0.268
H 0.65680 0.78827 1.45536  0.243
H 0.51383 2.05317 -1.66343  0.232
H 1.08092 -0.83369 -2.42667  0.458
H 2.36986 0.06782 -1.63338  0.450
H 2.95607 1.26933 1.49198  0.256
H -1.75715 2.61412 -0.76970  0.269
H 1.94721 -1.49056 -1.22778  0.439
H 3.39758 0.34104 0.12365  0.204
H -0.70643 0.88299 -2.12080  0.239
H -0.64444 2.14462 0.58680  0.236
H 0.42564 -1.63115 1.58606  0.250
H 1.48219 -1.24438 2.58385  0.264
H -2.37643 -2.73369 -0.66314  0.259
H 2.24009 1.77419 -0.12033  0.215
H -3.43311 1.76909 1.12884  0.369
H -2.61975 -2.21190 1.04440  0.262
H -3.78066 -1.50919 -0.07547  0.266
H 2.26596 -1.88566 1.33181  0.229

Formula: C9H18N4O3S5SbTc
Source: the OMol25 dataset
Level of theory: the ωB97M-V functional and the def2-TZVPD basis

**Charge**: +2
**HOMO-LUMO gap (spin up / spin down)**: 5.7 / 5.7 eV
**Total energy**: -3110.01224 a.u.

Each line ends with the natural charge from an NBO analysis.
Geometry (Å):
Sb -0.82736 -0.07370 4.70217  1.433
Tc -0.99184 -0.19129 1.25689  0.325
S -0.43142 -1.71664 2.78580  -0.164
S 1.13761 0.69850 1.15955  -0.007
S 1.41661 1.84329 2.89072  0.066
S 1.45595 0.71439 4.57448  -0.213
S -0.72531 -1.30949 -0.60875  0.218
O -1.51151 0.90267 3.11114  -0.876
O -3.43581 2.41049 -0.51373  -0.486
O -1.50188 2.80756 4.13413  -0.509
N 0.89943 0.17159 -2.25536  -0.540
N 1.86500 -1.49163 -0.99145  -0.536
N -3.06881 -0.81810 1.05911  -0.759
N -1.91950 1.47372 0.86703  -0.512
C -1.58636 2.24330 3.10298  0.811
C 3.24736 -3.27960 -0.17782  -0.635
C -3.07803 1.42232 0.08247  0.653
C 1.91331 -2.65321 -0.08397  -0.216
C 2.09138 0.68884 -2.91536  -0.244
C -1.67300 2.71027 1.68271  -0.357
C -3.72817 0.06528 0.05241  -0.338
C 0.84847 -0.82622 -1.37537  0.423
C 1.62655 1.22747 -4.29766  -0.613
H 2.79191 -1.28140 -1.40739  0.434
H -4.77879 0.18967 0.18469  0.264
H -3.35841 -1.79993 0.88290  0.433
H 2.46508 1.71862 -4.78481  0.252
H 0.86159 1.99163 -4.15973  0.217
H -3.48948 -0.66356 1.97260  0.408
H 3.50333 -3.44693 -1.22207  0.226
H 1.65913 -2.29789 0.91845  0.213
H 1.20557 0.42331 -4.91711  0.229
H 2.56750 1.51283 -2.29749  0.233
H 0.01287 0.54800 -2.53358  0.429
H 4.03812 -2.62231 0.24636  0.227
H 3.30126 -4.18096 0.38561  0.259
H -3.55989 -0.34246 -0.92575  0.253
H -0.71776 3.20423 1.37535  0.273
H -2.43168 3.49321 1.58362  0.295
H 1.11986 -3.33919 -0.40725  0.221
H 2.78710 -0.12666 -3.13651  0.210

> Which value of total energy does entry 3 give?

-517.66899 a.u.

> The highest total energy belongs to which entry?

C9H18N3

Repeat the fourth record exactly.
Formula: C9H18N4O3S5SbTc
Source: the OMol25 dataset
Level of theory: the ωB97M-V functional and the def2-TZVPD basis

**Charge**: +2
**HOMO-LUMO gap (spin up / spin down)**: 5.7 / 5.7 eV
**Total energy**: -3110.01224 a.u.

Each line ends with the natural charge from an NBO analysis.
Geometry (Å):
Sb -0.82736 -0.07370 4.70217  1.433
Tc -0.99184 -0.19129 1.25689  0.325
S -0.43142 -1.71664 2.78580  -0.164
S 1.13761 0.69850 1.15955  -0.007
S 1.41661 1.84329 2.89072  0.066
S 1.45595 0.71439 4.57448  -0.213
S -0.72531 -1.30949 -0.60875  0.218
O -1.51151 0.90267 3.11114  -0.876
O -3.43581 2.41049 -0.51373  -0.486
O -1.50188 2.80756 4.13413  -0.509
N 0.89943 0.17159 -2.25536  -0.540
N 1.86500 -1.49163 -0.99145  -0.536
N -3.06881 -0.81810 1.05911  -0.759
N -1.91950 1.47372 0.86703  -0.512
C -1.58636 2.24330 3.10298  0.811
C 3.24736 -3.27960 -0.17782  -0.635
C -3.07803 1.42232 0.08247  0.653
C 1.91331 -2.65321 -0.08397  -0.216
C 2.09138 0.68884 -2.91536  -0.244
C -1.67300 2.71027 1.68271  -0.357
C -3.72817 0.06528 0.05241  -0.338
C 0.84847 -0.82622 -1.37537  0.423
C 1.62655 1.22747 -4.29766  -0.613
H 2.79191 -1.28140 -1.40739  0.434
H -4.77879 0.18967 0.18469  0.264
H -3.35841 -1.79993 0.88290  0.433
H 2.46508 1.71862 -4.78481  0.252
H 0.86159 1.99163 -4.15973  0.217
H -3.48948 -0.66356 1.97260  0.408
H 3.50333 -3.44693 -1.22207  0.226
H 1.65913 -2.29789 0.91845  0.213
H 1.20557 0.42331 -4.91711  0.229
H 2.56750 1.51283 -2.29749  0.233
H 0.01287 0.54800 -2.53358  0.429
H 4.03812 -2.62231 0.24636  0.227
H 3.30126 -4.18096 0.38561  0.259
H -3.55989 -0.34246 -0.92575  0.253
H -0.71776 3.20423 1.37535  0.273
H -2.43168 3.49321 1.58362  0.295
H 1.11986 -3.33919 -0.40725  0.221
H 2.78710 -0.12666 -3.13651  0.210

> What is the total energy in the second record?

-827.67638 a.u.